The ion C5H12N with charge +1, computed with wB97M-V/def2-TZVPD.

Positions of all 18 atoms, in Å:
C1 -0.363836 0.652445 1.594528
C2 0.902189 -0.342597 1.491478
C3 -0.285351 0.052894 -0.373286
C4 -0.080099 1.264473 -1.306164
C5 -1.031361 -1.161806 -0.762845
N1 1.101608 -0.448635 0.091800
H1 -1.143375 0.359066 2.288919
H2 -0.412232 1.740849 1.420378
H3 1.847998 0.031503 1.923300
H4 0.482350 -1.099705 2.161282
H5 -0.994375 1.618282 -1.720818
H6 0.446356 0.994843 -2.252903
H7 0.366367 2.026564 -0.631187
H8 -0.373568 -1.636972 -1.530972
H9 -1.991262 -0.906390 -1.121464
H10 -1.167985 -2.033254 0.006951
H11 1.782844 0.190468 -0.309283
H12 1.319868 -1.381776 -0.278403

Cartesian forces, eV/Å:
C 0.96 -0.88 -4.50
C -0.36 3.51 4.23
C -0.15 0.96 3.00
C 0.22 -1.21 0.78
C 0.82 -2.19 0.55
N -0.93 -0.72 -2.05
H -0.08 -0.41 -0.36
H 0.94 -0.56 0.42
H -0.54 -0.26 0.29
H 0.82 -1.13 -1.33
H -1.06 0.41 0.26
H 0.44 0.16 0.96
H 0.08 -0.13 -1.19
H -0.94 0.18 -0.18
H -0.98 0.04 -0.69
H 0.35 2.01 -0.87
H 0.43 0.10 0.50
H -0.04 0.12 0.16

* molecular weight: 86.16 u
* net charge: +1
* energy relative to the best compared isomer or geometry (same formula, charge and spin): 3.5061 eV

***

The ion C5H12N with charge +1, computed with wB97M-V/def2-TZVPD.

Positions of all 18 atoms, in Å:
C1 -1.855716 0.372613 1.263258
C2 -1.519800 -0.334390 -0.018938
C3 -0.006324 -0.649318 -0.053105
C4 0.701674 -1.120781 -1.298258
C5 0.932205 0.304251 -0.786148
N1 2.101261 0.722400 -0.043465
H1 -2.060843 -0.343504 2.186373
H2 -2.839856 0.714477 1.229599
H3 -1.233563 1.219049 1.626932
H4 -1.733480 0.279138 -0.867866
H5 -2.185688 -1.125874 -0.018892
H6 0.324505 -0.946710 0.992770
H7 1.345320 -1.985346 -1.075159
H8 0.104153 -1.051127 -2.278136
H9 0.530425 0.954152 -1.515696
H10 2.670319 1.223715 -0.694198
H11 2.590288 -0.102585 0.365259
H12 1.840972 1.363656 0.829854

Cartesian forces, eV/Å:
C 0.02 -0.85 3.09
C 2.42 1.53 0.86
C -1.40 0.57 0.24
C -0.43 -0.23 0.14
C -1.62 -2.71 0.63
N -0.40 0.72 2.76
H 1.27 0.97 -1.80
H -1.69 1.17 -0.51
H -0.11 -0.60 -0.49
H -0.30 0.50 -0.64
H -0.73 -2.21 -0.54
H 0.12 -0.06 -1.62
H 0.08 0.67 -0.80
H 1.10 -0.67 1.70
H -0.08 1.37 -0.01
H 1.22 0.53 -0.10
H -0.12 0.71 -0.54
H 0.65 -1.41 -2.37

* molecular weight: 86.16 u
* net charge: +1
* energy relative to the best compared isomer or geometry (same formula, charge and spin): 2.4426 eV

***

Let's list DFT total energy in order: -6860.052, -6861.116 eV.
Let's list max |F| in order: 5.510, 3.217 eV/Å.
Let's list HOMO-LUMO gap in order: 10.75, 10.74 eV.